[1]
5
Properties=species:S:1:pos:R:3 method="wB97M-V/def2-TZVPD" charge=-1 mol_weight_da=161.87 largest_force_ha_per_bohr=0.043 orbital_gap_ev="6.9 / 6.8" spin_multiplicity=1
O -0.139 1.452 -0.757
O -0.530 0.165 1.500
F 2.681 -0.919 -0.104
P -0.237 0.275 0.096
Br -1.775 -0.973 -0.735

=====

[2]
5
Properties=species:S:1:pos:R:3 method="wB97M-V/def2-TZVPD" mol_weight_da=162.97 largest_force_ha_per_bohr=0.107 orbital_gap_ev=10.8 smiles="O=S(=O)(F)Br" spin_multiplicity=1
O 0.564 0.593 -1.347
S 0.205 0.144 0.005
O 0.501 0.741 1.219
F 0.604 -1.593 0.121
Br -1.874 0.115 0.002

=====

[3]
7
Properties=species:S:1:pos:R:3 method="wB97M-V/def2-TZVPD" mol_weight_da=268.91 largest_force_ha_per_bohr=0.110 orbital_gap_ev="7.1 / 5.8" spin_multiplicity=1
O -0.162 -1.121 0.725
O -0.681 0.103 -1.555
Si -0.316 0.307 -0.020
Br -1.732 1.717 0.960
I 3.309 1.384 0.568
H 0.362 -1.598 1.257
H -0.781 -0.792 -1.934

=====

[4]
6
Properties=species:S:1:pos:R:3 method="wB97M-V/def2-TZVPD" mol_weight_da=143.99 largest_force_ha_per_bohr=0.088 orbital_gap_ev="9.0 / 8.4" spin_multiplicity=1
N 0.585 -0.168 1.093
O 1.288 -0.025 -1.819
S 0.068 0.333 -1.159
Br -1.545 -1.101 -1.061
H -0.384 -0.104 1.015
H -0.013 1.064 1.932

=====

[5]
6
Properties=species:S:1:pos:R:3 method="wB97M-V/def2-TZVPD" mol_weight_da=143.99 largest_force_ha_per_bohr=0.045 orbital_gap_ev="7.9 / 9.8" spin_multiplicity=1
N -1.148 0.301 1.278
O 2.504 -1.005 -0.773
S 1.266 -1.153 -1.473
Br 0.457 0.750 -2.050
H -1.997 -0.168 1.522
H -1.082 1.275 1.497

=====

[6]
6
Properties=species:S:1:pos:R:3 method="wB97M-V/def2-TZVPD" mol_weight_da=143.99 largest_force_ha_per_bohr=0.097 orbital_gap_ev=8.7 smiles="N=[S@H](=O)Br" spin_multiplicity=1
N 0.172 -0.832 -1.028
S -1.210 0.085 -0.350
O -2.517 -0.498 -0.181
Br -1.233 2.046 -1.420
H 1.097 -0.320 -1.160
H -1.040 0.722 0.961

=====

[7]
6
Properties=species:S:1:pos:R:3 method="wB97M-V/def2-TZVPD" mol_weight_da=144.89 largest_force_ha_per_bohr=0.048 orbital_gap_ev=10.9 smiles="O=PO.Br" spin_multiplicity=1
O -1.176 -0.711 -0.700
P -1.839 0.516 -0.280
O -3.390 0.156 -0.240
H -3.899 -0.627 -0.120
Br 4.469 0.236 0.482
H 5.835 0.430 0.857

=====

[8]
55
Properties=species:S:1:pos:R:3 method="wB97M-V/def2-TZVPD" charge=-1 mol_weight_da=404.17 largest_force_ha_per_bohr=0.024 orbital_gap_ev=8.9 spin_multiplicity=1
Br 0.067 0.048 0.005
O -1.817 -2.085 -2.377
H -2.492 -1.424 -2.222
H -1.026 -1.719 -1.982
O -0.959 2.324 3.853
H -1.161 2.831 3.067
H -1.494 2.723 4.540
O 0.311 -2.980 1.370
H 0.168 -2.317 0.694
H 0.296 -2.492 2.193
O -3.817 -0.353 -1.867
H -4.444 0.146 -2.391
H -3.299 0.313 -1.414
O -2.742 -1.361 1.315
H -3.305 -1.776 0.662
H -2.089 -0.886 0.802
O 0.792 -4.615 -0.841
H 0.317 -5.362 -1.206
H 0.591 -4.637 0.095
O -3.525 -0.967 3.913
H -4.412 -1.326 3.883
H -3.290 -0.832 2.995
O 1.910 -3.015 -2.999
H 1.391 -3.619 -2.468
H 2.153 -2.314 -2.395
O 3.588 -0.327 -0.155
H 2.644 -0.183 -0.218
H 3.816 -0.044 0.731
O -0.441 3.337 -2.906
H -1.134 2.840 -3.341
H 0.350 2.817 -3.043
O -0.279 -0.615 3.219
H -0.334 -0.402 2.287
H -0.680 0.133 3.660
O -0.899 4.620 -0.257
H -1.303 4.394 0.580
H -0.216 3.961 -0.380
O -2.591 1.971 -1.675
H -3.191 2.575 -1.239
H -1.737 2.157 -1.285
O 1.907 2.068 2.591
H 2.684 1.537 2.767
H 1.188 1.582 2.996
O 3.260 -2.198 2.667
H 2.657 -1.809 2.034
H 2.776 -2.196 3.493
O 5.304 -0.168 -2.373
H 5.419 -1.107 -2.226
H 4.761 0.125 -1.642
O 1.572 3.056 -0.190
H 1.855 3.252 0.703
H 1.052 2.256 -0.106
O 0.139 0.990 -4.479
H -0.639 1.011 -5.036
H 0.353 0.060 -4.402

=====

[9]
8
Properties=species:S:1:pos:R:3 method="wB97M-V/def2-TZVPD" charge=+1 mol_weight_da=161.90 largest_force_ha_per_bohr=0.015 orbital_gap_ev="7.4 / 7.3" spin_multiplicity=1
O -0.255 -1.274 0.704
O -0.480 1.233 0.840
O -1.102 0.033 -1.260
P -0.067 0.050 -0.095
Br 3.391 0.007 -0.266
H 0.307 -1.542 1.439
H -0.573 2.150 0.558
H -1.221 -0.657 -1.921

=====

[10]
11
Properties=species:S:1:pos:R:3 method="wB97M-V/def2-TZVPD" mol_weight_da=173.94 largest_force_ha_per_bohr=0.096 orbital_gap_ev=9.9 spin_multiplicity=1
N -0.684 0.144 -1.180
N 0.325 0.506 1.117
N 0.252 -1.955 0.546
O -2.067 -0.809 0.822
P -0.699 -0.547 0.358
Br -0.485 -3.473 -0.339
H 0.138 -0.034 -1.809
H -1.532 0.157 -1.725
H 0.286 1.449 0.451
H 0.015 0.903 1.970
H 1.226 -2.062 0.231

=====

[11]
15
Properties=species:S:1:pos:R:3 method="wB97M-V/def2-TZVPD" mol_weight_da=218.91 largest_force_ha_per_bohr=0.058 orbital_gap_ev="7.8 / 8.0" spin_multiplicity=3
O -5.677 -1.496 11.452
V -6.517 -2.224 12.570
Br -4.505 -1.821 14.529
O -4.484 -4.744 15.652
H -4.408 -3.873 15.262
H -5.417 -4.840 15.845
O -1.546 -1.861 12.682
H -2.296 -1.885 13.276
H -1.705 -2.577 12.066
O -7.645 -2.882 14.187
H -7.216 -2.986 15.037
H -8.491 -3.318 14.291
O -3.255 1.423 14.939
H -3.283 1.668 14.014
H -3.543 0.510 14.954

=====

[12]
4
Properties=species:S:1:pos:R:3 method="wB97M-V/def2-TZVPD" mol_weight_da=238.79 largest_force_ha_per_bohr=0.026 orbital_gap_ev="8.6 / 5.7" spin_multiplicity=1
P -0.131 -0.793 -0.203
Br 0.082 -2.595 1.156
I 1.349 -3.551 5.273
H -0.404 -1.520 -1.480

=====

[13]
6
Properties=species:S:1:pos:R:3 method="wB97M-V/def2-TZVPD" charge=-1 mol_weight_da=158.98 largest_force_ha_per_bohr=0.097 orbital_gap_ev=7.5 spin_multiplicity=1
N 0.171 -0.987 0.046
O -1.243 0.593 -1.587
O 0.578 1.490 -0.175
S -0.662 0.621 -0.221
Br -0.119 -1.136 1.792
H 1.275 -0.580 0.145

=====

[14]
6
Properties=species:S:1:pos:R:3 method="wB97M-V/def2-TZVPD" charge=-1 mol_weight_da=158.98 largest_force_ha_per_bohr=0.046 orbital_gap_ev="6.7 / 6.7" spin_multiplicity=1
N 0.222 -1.174 0.731
O -1.060 1.647 0.022
O -0.911 0.461 -2.169
S -0.306 0.789 -0.899
Br 1.046 -0.445 2.170
H 1.010 -1.278 0.145

=====

[15]
2
Properties=species:S:1:pos:R:3 method="wB97M-V/def2-TZVPD" charge=+3 mol_weight_da=258.39 largest_force_ha_per_bohr=0.102 orbital_gap_ev=6.9 spin_multiplicity=1
Hf 1.771 -30.312 -21.843
Br 1.837 -27.813 -22.858

=====

[16]
21
Properties=species:S:1:pos:R:3 method="wB97M-V/def2-TZVPD" charge=-2 mol_weight_da=719.26 largest_force_ha_per_bohr=0.126 orbital_gap_ev=3.2 spin_multiplicity=1
Hg -1.740 -0.025 1.859
O 0.509 3.944 -1.530
V -0.032 2.713 -0.637
O 1.070 1.572 -0.716
O 4.930 -1.883 -0.165
V 3.395 -1.979 -0.662
O 3.248 -1.154 -2.014
O 0.515 -1.838 -2.353
V -0.237 -1.857 -1.034
O -0.956 -0.360 -0.931
Br -0.493 -4.713 -1.082
P -2.756 2.674 0.329
O -1.536 1.802 0.842
O -1.929 3.795 -0.246
O -3.722 3.300 1.352
O -3.418 1.834 -0.776
P 0.786 -1.520 1.640
O -0.639 -1.934 0.925
O 0.491 -0.101 2.182
O 1.576 -1.756 0.251
O 0.939 -2.513 2.767

=====

[17]
3
Properties=species:S:1:pos:R:3 method="wB97M-V/def2-TZVPD" charge=+3 mol_weight_da=189.78 largest_force_ha_per_bohr=0.001 orbital_gap_ev="8.9 / 9.2" spin_multiplicity=11
Mn -1.752 -1.458 -0.949
Mn 1.551 1.435 1.280
Br 0.202 0.023 -0.330

=====

[18]
5
Properties=species:S:1:pos:R:3 method="wB97M-V/def2-TZVPD" mol_weight_da=141.91 largest_force_ha_per_bohr=0.103 orbital_gap_ev="9.5 / 6.5" spin_multiplicity=1
N -1.031 -0.312 0.009
O -1.957 0.364 0.047
O -0.295 -1.181 -0.040
O 1.209 1.278 -0.050
Br 2.074 -0.149 0.034

=====

[19]
4
Properties=species:S:1:pos:R:3 method="wB97M-V/def2-TZVPD" mol_weight_da=141.98 largest_force_ha_per_bohr=0.068 orbital_gap_ev="8.0 / 8.0" spin_multiplicity=1
N -0.121 -0.737 0.180
O 0.546 0.091 -1.961
S 0.156 0.549 -0.607
Br -0.580 0.097 2.388

=====

[20]
2
Properties=species:S:1:pos:R:3 method="wB97M-V/def2-TZVPD" charge=+1 mol_weight_da=287.10 largest_force_ha_per_bohr=0.056 orbital_gap_ev=7.6 spin_multiplicity=1
Pb 0.074 1.414 -0.157
Br -0.074 -1.414 0.157